Computed, not measured: an isolated molecule of C21H27NO4, with the ωB97M-V functional and the def2-TZVPD basis.

Results
Structure (SMILES): CC(C)[C@H]1CC[C@@H](C)/C(=C/c2ccc(NC(=O)CCC(=O)O)cc2)C1=O
Orbital gap, eV: 8.36
HOMO energy, eV: -7.89

```
! wB97M-V def2-TZVPD RIJCOSX def2/J DEFGRID3
* xyz 0 1
H -6.96 1.77 0.27
C -6.07 -0.73 -1.55
C 3.05 0.82 0.43
H 2.35 2.46 -0.59
C -6.09 0.69 -1.05
H 0.08 3.02 -0.72
C -1.78 0.35 -1.63
C 2.13 1.43 -0.33
N -3.08 0.10 -2.06
H 2.16 -0.94 2.93
H 5.19 -0.52 4.54
H 5.60 -0.15 0.28
H 3.50 0.85 4.11
H 5.45 0.88 2.55
C -1.44 1.67 -1.35
H -3.67 0.92 -2.12
C 4.33 1.53 0.81
H 5.08 -1.46 2.28
H 2.47 1.45 2.82
C -0.81 -0.64 -1.49
C -0.16 1.99 -0.94
C 3.68 -3.03 2.72
H -7.10 -0.98 -1.82
O -3.16 -2.18 -2.20
H 6.43 1.42 0.28
C 4.64 -1.45 4.38
C 5.50 0.91 0.03
H 4.47 -3.75 2.92
C 4.20 -1.61 2.93
H -5.24 -0.11 -3.45
H 4.73 2.48 2.72
H 1.20 -1.10 -0.99
H 5.33 1.00 -1.04
H -5.42 -1.86 -3.25
H 2.86 -3.23 3.40
C 0.81 1.00 -0.77
H -1.06 -1.66 -1.72
H 5.30 -2.27 4.65
C 0.46 -0.32 -1.07
O 2.73 -1.54 0.35
C -3.68 -1.09 -2.31
C 2.94 -0.54 1.01
H 3.33 -3.17 1.70
C 3.36 0.85 3.03
O -6.95 0.85 -0.04
C 3.12 -0.57 2.52
H -2.18 2.45 -1.46
H -5.78 -1.38 -0.72
O -5.43 1.61 -1.48
H 3.78 -1.46 5.05
C 4.56 1.47 2.33
C -5.14 -0.94 -2.75
H 4.24 2.58 0.49
*
```

=====

Computed, not measured: a 2-piece molecular cluster, C3H10NO2 overall, with the ωB97M-V functional and the def2-TZVPD basis.

Results
Expectation value of S²: 0.759
Orbital gap (spin up / spin down), eV: 9.71 / 6.01
HOMO energy (spin up / spin down), eV: -20.66 / -20.59

```
! wB97M-V def2-TZVPD RIJCOSX def2/J DEFGRID3
* xyz 2 2
H -0.15 -2.13 -0.30
N -0.50 -0.05 -0.31
H -2.34 -0.73 0.53
C 0.05 -1.28 0.36
C -2.03 0.13 -0.06
O 2.20 -1.94 1.13
H -2.50 0.03 -1.02
H -0.44 -1.44 1.32
O 1.24 2.20 -0.18
H 2.06 -0.34 -0.12
H 1.10 2.61 -1.06
H -0.30 -0.10 -1.30
H 0.03 0.76 0.08
C 1.60 -1.17 0.46
H 2.16 2.37 0.05
H -2.18 1.09 0.41
*
```

=====

Computed, not measured: an isolated ion of composition C5H13N2 and charge +2, with the ωB97M-V functional and the def2-TZVPD basis.

Results
Expectation value of S²: 0.755
Orbital gap (spin up / spin down), eV: 9.33 / 10.20
HOMO energy (spin up / spin down), eV: -18.08 / -20.13

```
! wB97M-V def2-TZVPD RIJCOSX def2/J DEFGRID3
* xyz 2 2
H -0.92 -0.81 -1.37
C 0.98 0.43 -0.78
H 1.33 1.34 -1.26
H 1.71 -1.94 0.36
H 1.54 1.03 1.23
N 0.33 -1.29 1.92
H 0.36 -0.65 2.72
C -2.54 1.11 -1.75
C 1.75 0.22 0.52
H 2.41 -1.37 1.88
H -2.99 2.09 -1.70
H 0.13 -2.21 2.30
H 2.79 0.29 0.22
N -1.29 0.98 -0.94
C -0.37 0.10 -1.09
H -0.45 -1.00 1.32
H -2.28 0.67 -2.70
H -3.24 0.34 -1.39
H -0.90 1.87 -0.64
C 1.64 -1.19 1.14
*
```

=====

Computed, not measured: C33H31BrMgN3O2PS as an isolated structure, with the ωB97M-V functional and the def2-TZVPD basis.

Results
Orbital gap, eV: 8.03
HOMO energy, eV: -7.52

```
! wB97M-V def2-TZVPD RIJCOSX def2/J DEFGRID3
* xyz 0 1
C 2.74 -2.83 3.73
C -0.70 -2.79 -2.12
O -0.69 -3.63 2.74
H -0.26 4.36 4.18
C -1.40 2.69 -3.09
H 4.56 0.99 -3.22
N 1.73 -4.42 2.28
H 2.58 -2.15 -1.64
H 2.51 -4.96 4.18
C 0.62 -4.74 -2.59
H 3.70 -2.51 4.13
H -1.72 3.70 -2.82
C -1.50 2.32 -4.42
C 3.55 1.68 -0.06
C -0.63 2.99 2.58
Mg -0.86 2.04 0.06
C 1.68 -2.70 -1.88
C -5.50 2.96 -0.66
H 1.98 -2.64 4.49
H 3.74 -4.60 2.96
H -1.72 0.45 5.22
C -0.58 3.36 3.93
C -1.40 1.19 4.50
N -1.07 1.76 2.21
H 0.69 -5.77 -2.90
H 1.94 -1.14 2.57
H 3.28 -1.99 1.80
H -1.23 0.75 -5.87
C -0.65 0.14 -3.89
C -0.62 -4.12 -2.51
C -4.32 2.38 -0.24
C 3.94 1.00 -2.33
C 2.39 -2.12 2.42
C -1.14 1.04 -4.83
H 2.74 -4.51 -2.32
C -0.55 0.55 -2.56
H -1.51 -4.66 -2.76
C 2.72 0.34 -2.35
C 0.44 -2.06 -1.80
O -0.50 -1.68 1.68
C -5.46 4.29 -1.04
C 1.90 0.34 -1.22
H -2.18 4.81 -0.49
C -0.95 1.81 -2.10
C 4.35 1.67 -1.19
C 1.42 -3.10 1.74
H -1.87 3.03 -5.16
C 1.77 -4.03 -2.27
S -0.25 4.07 1.28
H 1.52 -3.07 0.66
H -0.05 -4.38 2.85
H -1.81 -0.06 2.80
H -4.20 6.02 -1.28
Br -7.03 5.16 -1.63
C -1.45 0.89 3.16
C 2.33 1.01 -0.08
H -0.34 -0.85 -4.19
C -3.14 4.30 -0.55
H -1.68 -2.32 -2.05
P 0.21 -0.35 -1.19
H 3.86 2.21 0.83
C -0.02 -2.72 2.04
H 1.99 -5.07 1.55
H 1.72 1.00 0.81
H -4.31 1.34 0.07
N -3.16 3.02 -0.18
C -4.26 4.98 -0.99
H 5.30 2.20 -1.19
H 2.39 -0.15 -3.26
C -0.96 2.45 4.89
C 2.75 -4.31 3.34
H -0.93 2.73 5.94
H -6.42 2.40 -0.69
*
```

=====

Computed, not measured: C32H27N10O3STeW as an isolated structure, with the ωB97M-V functional and the def2-TZVPD basis.

Results
Expectation value of S²: 0.759
Orbital gap (spin up / spin down), eV: 6.51 / 6.34
HOMO energy (spin up / spin down), eV: -6.87 / -6.90

```
! wB97M-V def2-TZVPD RIJCOSX def2/J DEFGRID3
* xyz 0 2
C -0.35 -2.06 2.73
H -2.06 -0.07 -2.43
C 2.62 4.95 -1.44
C -2.28 -0.73 -1.60
O 1.62 0.98 -2.25
C 3.57 2.65 2.24
C 5.18 -0.95 -1.08
N 0.99 0.82 -3.42
H 2.71 3.11 5.96
H -0.44 -1.54 -5.27
H 4.70 4.22 5.00
C 2.14 2.19 4.13
H 3.79 2.52 1.19
C 1.81 -2.48 0.92
H 0.16 2.64 -6.07
O 1.90 1.16 0.59
C 1.83 3.85 -1.14
N 0.77 -1.76 0.54
H -4.51 -2.94 -0.39
H 0.59 -1.72 3.17
H 5.26 3.93 2.60
N 0.68 -5.44 2.07
C 0.51 -0.41 -3.73
H 2.68 6.99 -2.11
C 0.67 6.21 -2.02
C 2.05 6.14 -1.88
C 2.96 2.99 4.92
C 0.27 1.77 -5.44
C -1.55 -1.58 0.42
H -1.20 5.19 -1.83
C 4.29 -2.54 0.46
N 1.87 -3.52 1.69
H -4.18 -1.39 -2.32
C 2.44 2.02 2.76
H 6.37 -2.43 -0.06
H 3.70 4.88 -1.31
H -0.64 0.39 -6.81
H 0.21 7.13 -2.36
C 4.07 3.60 4.37
H 2.29 2.95 -0.78
O 1.08 1.61 4.71
C -0.12 5.12 -1.72
N 2.86 -0.95 -0.57
H -1.54 -0.63 3.57
C -2.66 -2.39 0.54
C 4.39 3.44 3.03
C -0.18 0.51 -5.84
H -2.75 -3.06 1.38
H 3.69 0.37 -1.90
C 0.45 3.92 -1.29
H 1.22 2.82 -3.77
H 1.58 -5.87 1.97
C -3.44 -1.47 -1.53
C 0.85 1.90 -4.21
N -0.25 0.07 1.32
W 0.75 0.01 -0.57
C -0.07 -0.56 -4.99
H 6.00 -0.51 -1.63
C 3.04 -1.98 0.26
C -0.38 -1.39 1.36
Te -0.90 2.33 -0.85
C 3.90 -0.45 -1.24
C 1.59 1.21 1.89
N -0.39 -3.48 2.57
N 0.56 0.59 2.33
C 0.67 -4.07 2.14
N -1.35 -0.80 -0.65
H 0.61 1.09 4.02
H 0.00 -5.92 2.65
S 0.66 -1.63 -2.52
C -3.62 -2.33 -0.46
H 4.37 -3.38 1.15
C 5.38 -2.02 -0.21
N -1.42 -1.63 3.61
H -2.29 -2.08 3.36
*
```

=====

Computed, not measured: C30H31BrN5O2Tl as an isolated structure, with the ωB97M-V functional and the def2-TZVPD basis.

Results
Orbital gap, eV: 7.40
HOMO energy, eV: -7.25

```
! wB97M-V def2-TZVPD RIJCOSX def2/J DEFGRID3
* xyz 0 1
C -1.15 2.73 -2.30
H 2.66 5.78 -2.28
N 2.44 1.18 0.75
C 2.73 2.34 0.20
H -1.76 -6.03 -1.59
C -3.58 -0.62 2.53
H 5.66 4.15 0.15
Br 0.03 -2.11 3.94
N -1.39 -0.61 -0.24
H 1.58 -3.95 -0.17
N 0.40 2.50 -0.34
C 4.02 2.90 0.35
C -1.69 -1.91 3.15
H -3.51 1.31 -2.09
C -2.67 0.61 -2.02
C 2.84 -0.94 1.95
C -2.26 -0.66 2.97
H 4.25 0.12 0.70
Tl 0.33 0.50 0.61
C -0.82 3.11 -0.85
H 4.66 2.33 1.01
C -1.45 -5.04 -1.26
H -2.03 3.31 -2.60
H 0.91 4.43 -1.89
H -5.30 -1.71 1.87
C -2.38 -4.02 -1.31
H -0.33 3.06 -2.94
C 1.93 -0.08 -2.23
H 4.84 5.75 -1.38
H -4.05 0.35 2.43
H 3.89 0.88 2.24
C 3.44 0.35 1.40
C 1.79 4.15 -1.33
C 1.60 3.03 -0.50
C 0.11 -2.46 -0.06
H -1.63 2.83 -0.18
O -2.12 1.46 3.98
H -0.75 4.20 -0.78
H 2.07 -0.69 2.68
H 3.09 -0.17 -4.05
H 0.50 -5.77 -0.95
H 2.30 -2.94 1.44
H -3.49 -0.44 -0.32
C -1.41 1.25 -2.60
C -1.58 0.68 3.22
H -1.47 1.16 -3.69
C -4.28 -1.77 2.22
C -1.23 -1.90 -0.46
C -2.59 0.14 -0.56
H -3.36 -4.31 -1.67
C -0.13 -4.88 -0.87
H -0.54 0.66 -2.32
C -3.67 -3.01 2.38
H 2.91 -2.02 0.07
C 4.64 4.01 -0.18
N 0.91 -1.64 0.57
C 4.16 4.96 -1.07
O -0.43 0.88 2.65
H -2.63 1.00 0.12
H -4.20 -3.92 2.14
C -2.37 -3.08 2.86
H -3.17 -2.12 -1.20
N 2.55 -0.13 -3.21
H -1.89 -4.04 3.02
H 3.63 -1.43 2.52
C 0.54 -3.77 -0.39
C 2.27 -1.96 0.97
H -2.93 -0.25 -2.64
C -2.27 -2.68 -1.01
C 2.87 4.98 -1.58
*
```

=====

Calculated energy relative to the best compared isomer or geometry (same formula, charge and spin), 18.5, 30.3, 48.0, 6.0, 42.6, 0.0 kcal/mol (same order as the records).
Calculated total energy, -1172.17816, -324.73183, -307.08970, -5104.60495, -2742.26674, -4332.43196 hartree (same order as the records).
Calculated largest force on an atom, 0.770, 1.362, 3.290, 0.915, 0.557, 0.711 eV Å⁻¹ (same order as the records).